Molecular formula: C8H7BiN2O5
Method: DFT, wB97M-V/def2-TZVPD

For the highest occupied orbital energy, the calculation gives -15.65 eV. As for the frontier orbital gap: 5.510 eV. The value obtained for the relative energy (zero: lowest compared OMol25 entry of this formula, charge and spin) is 2.0361 eV.

```
! wB97M-V def2-TZVPD RIJCOSX def2/J DEFGRID3
* xyz 2 1
O 2.754 -2.481 -3.189
C 2.688 -1.537 -2.547
Bi 1.869 1.453 -0.168
C 1.139 2.879 1.175
O 0.957 3.794 1.885
C 3.890 2.391 -0.701
O 4.464 3.344 -0.292
C 0.782 2.385 -2.366
O 0.298 2.876 -3.272
C 3.054 -0.128 1.551
O 3.604 -0.711 2.358
H 3.873 1.474 -1.429
C -2.421 -2.666 1.083
N -2.388 -1.286 0.560
C -3.703 -0.649 0.352
C -1.270 -0.644 0.335
N -0.276 -0.037 0.144
H -3.490 -2.917 1.206
H -1.871 -2.721 2.032
H -1.914 -3.341 0.382
H -3.773 0.273 0.945
H -3.812 -0.355 -0.700
H -4.455 -1.397 0.655
*
```

Molecular formula: C2H7NS
Method: DFT, wB97M-V/def2-TZVPD

For the highest occupied orbital energy (spin up / spin down), the calculation gives 1.06 / -4.60 eV. As for the frontier orbital gap (spin up / spin down): 2.985 / 8.646 eV. Its expectation value of S² is 0.75. The value obtained for the relative energy (zero: lowest compared OMol25 entry of this formula, charge and spin) is 1.1070 eV.

```
! wB97M-V def2-TZVPD RIJCOSX def2/J DEFGRID3
* xyz -1 2
S -1.881 -1.828 1.282
H -1.113 -0.857 1.811
C 0.291 0.942 -0.271
C -0.075 1.007 -1.558
N 1.121 0.033 0.318
H -0.093 1.692 0.422
H -0.935 1.626 -1.796
H 0.441 0.453 -2.329
H 1.180 -0.934 0.045
H 1.758 0.347 1.029
H -0.695 -2.482 1.047
*
```

Molecular formula: C3H7NO2
Method: DFT, wB97M-V/def2-TZVPD

For the highest occupied orbital energy, the calculation gives -9.62 eV. As for the frontier orbital gap: 10.562 eV. The value obtained for the relative energy (zero: lowest compared OMol25 entry of this formula, charge and spin) is 2.3450 eV.

```
! wB97M-V def2-TZVPD RIJCOSX def2/J DEFGRID3
* xyz 0 1
C -1.787 0.234 0.263
C -0.964 -0.428 -0.798
O 0.531 0.678 -0.840
C 1.213 -0.031 0.007
O 0.691 -1.041 0.488
N 2.488 0.260 0.382
H -2.062 1.243 -0.035
H -1.142 0.262 1.141
H -2.682 -0.331 0.563
H -0.991 -1.524 -0.711
H -1.047 -0.139 -1.823
H 2.779 -0.300 1.168
H 2.972 1.118 0.194
*
```

Molecular formula: C4H12O
Method: DFT, wB97M-V/def2-TZVPD

As for the structure (SMILES): CCO.CC. For the highest occupied orbital energy, the calculation gives -9.94 eV. As for the frontier orbital gap: 10.960 eV. The value obtained for the relative energy (zero: lowest compared OMol25 entry of this formula, charge and spin) is 1.7494 eV.

```
! wB97M-V def2-TZVPD RIJCOSX def2/J DEFGRID3
* xyz 0 1
C -0.847 0.625 -1.934
C -0.955 1.541 -0.709
O -1.308 0.709 0.475
H -0.617 1.425 -2.686
H -1.762 0.146 -2.255
H 0.046 -0.006 -2.198
H -0.337 2.299 -0.205
H -1.922 2.106 -0.976
H -1.057 -0.188 0.251
C 0.964 -1.276 1.996
C 1.177 -0.968 0.515
H -0.101 -1.362 2.227
H 1.458 -2.167 2.373
H 1.425 -0.522 2.631
H 1.171 0.108 0.450
H 2.223 -1.112 0.248
H 0.440 -1.360 -0.204
*
```

Molecular formula: C3H4AuO2
Method: DFT, wB97M-V/def2-TZVPD

For the highest occupied orbital energy (spin up / spin down), the calculation gives -27.53 / -28.14 eV. As for the frontier orbital gap (spin up / spin down): 7.081 / 6.730 eV. Its expectation value of S² is 2.22. The value obtained for the relative energy (zero: lowest compared OMol25 entry of this formula, charge and spin) is 2.6807 eV.

```
! wB97M-V def2-TZVPD RIJCOSX def2/J DEFGRID3
* xyz 3 3
O 1.951 0.121 0.089
Au 0.335 0.985 -0.041
O 3.791 0.451 0.187
C 3.044 -0.276 -0.390
C -1.191 -0.740 0.287
C -1.812 0.336 -0.238
H -0.787 -1.529 -0.353
H -1.114 -0.875 1.370
H -1.947 0.436 -1.320
H -2.271 1.092 0.408
*
```

Molecular formula: C18H11ClF2N4
Method: DFT, wB97M-V/def2-TZVPD

As for the structure (SMILES): Fc1cc(Cl)ccc1-c1ccc(Cn2nnc3c(F)cccc32)cn1. For the highest occupied orbital energy, the calculation gives -8.91 eV. As for the frontier orbital gap: 8.978 eV.

```
! wB97M-V def2-TZVPD RIJCOSX def2/J DEFGRID3
* xyz 0 1
F -3.303 -2.177 -0.237
C -2.616 -3.077 0.456
C -3.401 -4.034 1.141
C -2.781 -5.029 1.854
Cl -3.787 -6.226 2.627
C -1.393 -5.057 1.971
C -0.612 -4.063 1.392
C -1.200 -3.068 0.581
C -0.369 -2.024 -0.056
C 0.715 -1.519 0.604
C 1.472 -0.534 0.008
C 1.149 -0.091 -1.266
C 1.956 0.942 -2.005
N 2.231 2.115 -1.165
N 3.443 2.444 -0.639
N 3.356 3.581 -0.016
C 2.055 4.023 -0.067
C 1.444 5.166 0.470
F 2.150 6.048 1.191
C 0.041 5.297 0.338
C -0.719 4.351 -0.328
C -0.082 3.236 -0.908
C 1.313 3.066 -0.761
C 0.085 -0.670 -1.918
N -0.669 -1.614 -1.316
H -4.496 -3.959 1.081
H -0.900 -5.832 2.516
H 0.479 -4.099 1.542
H 0.886 -1.759 1.640
H 2.230 0.016 0.558
H 2.921 0.499 -2.325
H 1.518 1.283 -2.955
H -0.491 6.175 0.729
H -1.789 4.440 -0.391
H -0.642 2.484 -1.440
H -0.195 -0.334 -2.909
*
```

Molecular formula: C18H27ClN2O4S
Method: DFT, wB97M-V/def2-TZVPD

As for the structure (SMILES): COCCCNC(=O)[C@H]1CC[C@H](CNS(=O)(=O)c2ccc(Cl)cc2)CC1. For the highest occupied orbital energy, the calculation gives -9.57 eV. As for the frontier orbital gap: 9.679 eV. The value obtained for the relative energy (zero: lowest compared OMol25 entry of this formula, charge and spin) is 0.0824 eV.

```
! wB97M-V def2-TZVPD RIJCOSX def2/J DEFGRID3
* xyz 0 1
C 5.292 2.419 2.003
O 3.955 1.989 1.922
C 3.551 1.554 0.646
C 4.178 0.225 0.207
C 3.540 -0.317 -1.074
N 2.185 -0.769 -0.865
C 1.847 -2.077 -0.833
O 2.636 -2.967 -1.068
C 0.386 -2.348 -0.475
C -0.578 -1.641 -1.431
C -2.028 -1.886 -1.020
C -2.250 -1.405 0.414
C -3.722 -1.480 0.841
N -4.609 -0.639 0.073
S -4.661 0.992 0.362
O -5.701 1.507 -0.475
O -4.713 1.184 1.778
C -3.091 1.642 -0.238
C -2.142 2.079 0.667
C -0.887 2.456 0.218
C -0.610 2.385 -1.141
Cl 0.973 2.788 -1.707
C -1.577 1.987 -2.056
C -2.828 1.616 -1.594
C -1.344 -2.202 1.351
C 0.116 -1.952 0.981
H 5.998 1.588 1.902
H 5.512 3.170 1.234
H 5.408 2.867 2.988
H 3.767 2.330 -0.106
H 2.466 1.445 0.732
H 5.245 0.364 0.029
H 4.056 -0.506 1.009
H 4.100 -1.187 -1.424
H 3.547 0.454 -1.851
H 1.500 -0.070 -0.631
H 0.243 -3.429 -0.571
H -0.410 -2.006 -2.446
H -0.398 -0.563 -1.431
H -2.259 -2.951 -1.088
H -2.687 -1.352 -1.709
H -1.945 -0.357 0.474
H -3.823 -1.135 1.872
H -4.086 -2.510 0.779
H -4.701 -0.865 -0.903
H -2.398 2.101 1.715
H -0.130 2.791 0.909
H -1.345 1.960 -3.109
H -3.605 1.310 -2.277
H -1.518 -1.898 2.385
H -1.571 -3.267 1.270
H 0.772 -2.528 1.636
H 0.342 -0.893 1.130
*
```

Molecular formula: C4H9NO
Method: DFT, wB97M-V/def2-TZVPD

For the highest occupied orbital energy, the calculation gives -8.98 eV. As for the frontier orbital gap: 6.450 eV. The value obtained for the relative energy (zero: lowest compared OMol25 entry of this formula, charge and spin) is 8.0420 eV.

```
! wB97M-V def2-TZVPD RIJCOSX def2/J DEFGRID3
* xyz 0 1
O 1.346 -0.962 0.194
C -0.011 -0.892 0.173
C -1.015 -0.496 -1.011
C -0.516 0.643 -0.058
C -1.492 1.196 1.010
N -2.364 -0.833 -0.839
H -0.446 -1.390 0.977
H -0.649 -0.334 -2.045
H 6.746 0.013 -0.245
H 0.245 1.299 -0.488
H -1.163 0.921 2.047
H -1.736 2.200 1.112
H -2.389 0.816 0.627
H 6.173 -0.504 -0.331
H -2.729 -1.678 -1.125
*
```

Molecular formula: C24H51BGeN8NiSbSe
Method: DFT, wB97M-V/def2-TZVPD

For the highest occupied orbital energy (spin up / spin down), the calculation gives -9.93 / -9.93 eV. As for the frontier orbital gap (spin up / spin down): 7.322 / 7.319 eV. The value obtained for the relative energy (zero: lowest compared OMol25 entry of this formula, charge and spin) is 0.0681 eV.

```
! wB97M-V def2-TZVPD RIJCOSX def2/J DEFGRID3
* xyz 1 1
Ni -1.758 0.205 1.094
C -1.790 3.150 -1.749
C -1.979 1.822 -1.376
N -1.818 1.697 -0.060
N -1.531 2.912 0.432
C -1.510 3.805 -0.563
B -1.294 3.100 1.951
N -2.545 2.607 2.698
C -3.289 3.286 3.587
C -4.301 2.462 4.025
C -4.091 1.268 3.331
N -3.031 1.356 2.531
N -0.096 2.206 2.337
C 1.081 2.512 2.898
C 1.811 1.346 3.043
C 0.977 0.355 2.528
N -0.167 0.886 2.105
H -1.862 3.574 -2.735
H -2.222 0.969 -1.986
H -1.305 4.843 -0.359
H -1.066 4.246 2.205
H -3.045 4.304 3.840
H -5.078 2.688 4.734
H -4.673 0.363 3.386
H 1.314 3.529 3.163
H 2.795 1.232 3.462
H 1.162 -0.705 2.444
C -0.837 -1.454 -3.042
Ge 0.071 -3.188 -2.990
C 0.476 -3.821 -4.783
C -1.017 -4.497 -2.023
C 1.740 -2.929 -1.977
Se 1.430 -2.057 -0.249
C 2.513 -3.241 0.853
H -1.893 -1.568 -3.293
H -0.373 -0.813 -3.791
H -0.752 -0.932 -2.084
H -0.441 -3.933 -5.361
H 0.978 -4.788 -4.746
H 1.123 -3.114 -5.302
H -1.997 -4.597 -2.492
H -1.159 -4.218 -0.978
H -0.537 -5.476 -2.037
H 2.459 -2.323 -2.526
H 2.204 -3.891 -1.760
H 2.188 -4.270 0.724
H 2.383 -2.947 1.893
H 3.558 -3.132 0.575
C -2.097 -1.978 3.842
C -2.498 -2.446 2.448
C -2.157 -3.916 2.231
C -3.973 -2.180 2.174
N -1.660 -1.620 1.516
N -2.081 -1.495 0.160
H -2.616 -2.575 4.591
H -2.346 -0.927 3.984
H -1.023 -2.102 4.001
H -2.763 -4.537 2.890
H -1.106 -4.114 2.455
H -2.357 -4.226 1.202
H -4.558 -2.520 3.028
H -4.342 -2.735 1.308
H -4.165 -1.118 2.027
H -0.701 -1.977 1.504
H -2.993 -1.907 0.000
H -1.367 -1.848 -0.474
C 3.732 4.385 -1.332
C 2.276 3.984 -1.116
Sb 1.818 1.880 -0.885
C 3.753 1.188 -0.206
C 4.832 0.929 -1.251
C 1.923 1.282 -2.968
C 2.756 2.133 -3.923
H 3.841 5.472 -1.345
H 4.118 4.007 -2.278
H 4.375 4.006 -0.536
H 1.645 4.338 -1.936
H 1.885 4.451 -0.208
H 3.537 0.274 0.352
H 4.092 1.925 0.527
H 4.493 0.224 -2.014
H 5.729 0.504 -0.794
H 5.130 1.845 -1.759
H 0.882 1.257 -3.299
H 2.272 0.245 -2.964
H 2.447 3.179 -3.898
H 2.648 1.789 -4.955
H 3.815 2.096 -3.676
*
```

Molecular formula: C4H8O2
Method: DFT, wB97M-V/def2-TZVPD

For the highest occupied orbital energy, the calculation gives -7.83 eV. As for the frontier orbital gap: 8.712 eV. The value obtained for the relative energy (zero: lowest compared OMol25 entry of this formula, charge and spin) is 4.3563 eV.

```
! wB97M-V def2-TZVPD RIJCOSX def2/J DEFGRID3
* xyz 0 1
O 1.224 -1.150 -1.089
C 0.464 0.553 -0.693
C -1.003 0.318 -0.465
C -0.989 -0.190 0.985
O 0.105 0.456 1.596
C 1.089 0.587 0.579
H 0.597 -1.889 -1.000
H 0.849 1.014 -1.595
H -1.469 -0.363 -1.180
H -1.512 1.289 -0.533
H -0.853 -1.285 0.996
H -1.892 0.053 1.549
H 1.886 1.275 0.842
H 1.504 -0.667 0.008
*
```

Molecular formula: C4H3I
Method: DFT, wB97M-V/def2-TZVPD

For the highest occupied orbital energy (spin up / spin down), the calculation gives -8.99 / -8.14 eV. As for the frontier orbital gap (spin up / spin down): 7.799 / 7.280 eV. The value obtained for the relative energy (zero: lowest compared OMol25 entry of this formula, charge and spin) is 3.1480 eV.

```
! wB97M-V def2-TZVPD RIJCOSX def2/J DEFGRID3
* xyz 0 1
C -1.080 0.405 0.590
C -1.022 1.492 -0.113
C -0.223 -0.596 0.051
C 0.928 -1.062 -0.203
I 2.646 0.066 0.186
H -1.682 0.134 1.401
H -0.717 1.546 -1.152
H 1.151 -1.985 -0.760
*
```

Molecular formula: C3H6IN2O
Method: DFT, wB97M-V/def2-TZVPD

As for the structure (SMILES): CN1C=[NH+]O[C@@H]1I. For the highest occupied orbital energy, the calculation gives -13.77 eV. As for the frontier orbital gap: 9.660 eV. The value obtained for the relative energy (zero: lowest compared OMol25 entry of this formula, charge and spin) is 2.8454 eV.

```
! wB97M-V def2-TZVPD RIJCOSX def2/J DEFGRID3
* xyz 1 1
C 1.301 0.701 -0.841
N 0.241 -0.004 -0.211
C -0.795 -0.623 -0.682
N -1.556 -1.183 0.189
O -0.970 -0.931 1.468
C 0.165 -0.025 1.262
I -0.455 1.969 2.027
H 1.305 1.606 -0.241
H 2.257 0.300 -0.892
H 0.906 0.916 -1.835
H -1.076 -0.782 -1.746
H -2.423 -1.601 -0.078
H 1.100 -0.343 1.580
*
```